Formula: C76H170N6O45
Source: OMol25
Level of theory: ωB97M-V/def2-TZVPD

Summary:
**HOMO energy**: -8.504 eV
**Maximum force**: 4.5 eV/Å
**Molecular weight**: 1888.19 g mol⁻¹
**Energy**: -182640.691 eV
**Orbital gap**: 9.0 eV
**LUMO level**: 0.509 eV

Last columns: bonded neighbours and bond lengths (Å).
Geometry (Å):
1 C -6.4045 -31.6439 -16.0587  C2 1.497, H7 1.075, H8 1.029, H9 1.146
2 C -6.4609 -32.5581 -14.8743  C1 1.497, C3 1.533, N6 1.497, H10 1.101
3 C -5.3092 -32.3362 -13.8879  C2 1.533, O4 1.482, H11 1.077, H12 1.116
4 O -3.9964 -32.3217 -14.5760  C3 1.482, C5 1.438
5 C -2.9549 -31.8981 -13.6801  O4 1.438, H13 1.088, H14 1.054, H15 1.091
6 N -7.6190 -32.1859 -14.0015  C2 1.497, H16 1.012, H17 0.993
7 H -6.9144 -30.7045 -15.9467  C1 1.075
8 H -6.6817 -32.0632 -16.9564  C1 1.029
9 H -5.2924 -31.4022 -16.1895  C1 1.146
10 H -6.4626 -33.6023 -15.2228  C2 1.101
11 H -5.2516 -33.0107 -13.0500  C3 1.077
12 H -5.4538 -31.3089 -13.4775  C3 1.116
13 H -2.0234 -32.0066 -14.2316  C5 1.088
14 H -2.9966 -32.3531 -12.7303  C5 1.054
15 H -3.0291 -30.8117 -13.6158  C5 1.091
16 H -8.4971 -32.2095 -14.5039  N6 1.012
17 H -7.6849 -32.7572 -13.1915  N6 0.993
18 C -4.8388 -36.9675 -18.4660  C19 1.507, H24 1.161, H25 1.131, H26 1.123
19 C -4.5454 -36.2488 -17.1739  C18 1.507, C20 1.597, N23 1.440, H27 1.137
20 C -4.5098 -34.6578 -17.3069  C19 1.597, O21 1.436, H28 1.126, H29 1.105
21 O -3.4250 -34.2533 -18.1557  C20 1.436, C22 1.399
22 C -3.4277 -32.8539 -18.1696  O21 1.399, H30 1.090, H31 1.113, H32 1.070
23 N -5.5592 -36.5152 -16.1872  C19 1.440, H33 1.055, H34 0.996
24 H -5.6265 -36.3788 -19.0829  C18 1.161
25 H -5.3608 -37.9660 -18.3710  C18 1.131
26 H -3.9326 -37.1446 -19.1052  C18 1.123
27 H -3.5285 -36.6063 -16.8124  C19 1.137
28 H -4.3088 -34.2123 -16.2922  C20 1.126
29 H -5.4927 -34.3827 -17.7313  C20 1.105
30 H -3.2670 -32.5026 -17.1505  C22 1.090
31 H -4.3176 -32.3483 -18.6060  C22 1.113
32 H -2.6287 -32.4869 -18.7800  C22 1.070
33 H -5.8492 -37.5246 -16.0910  N23 1.055
34 H -5.2465 -36.1367 -15.3203  N23 0.996
35 C -6.0209 -27.3852 -20.9786  C36 1.519, H41 1.079, H42 1.098, H43 1.070
36 C -5.3043 -28.6086 -20.4332  C35 1.519, C37 1.545, N40 1.455, H44 1.117
37 C -6.1066 -29.8821 -20.7801  C36 1.545, O38 1.371, H45 1.140, H46 1.141
38 O -7.3598 -29.6557 -20.2715  C37 1.371, C39 1.407
39 C -8.0795 -30.7938 -19.8635  O38 1.407, H47 1.144, H48 1.127, H49 1.128
40 N -3.9650 -28.6843 -20.9963  C36 1.455, H50 1.026, H51 1.045
41 H -5.4353 -26.4805 -21.0330  C35 1.079
42 H -6.8276 -27.0941 -20.2925  C35 1.098
43 H -6.4475 -27.6747 -21.9165  C35 1.070
44 H -5.2703 -28.4925 -19.3229  C36 1.117
45 H -5.4933 -30.6709 -20.2318  C37 1.140
46 H -6.0377 -30.1283 -21.8922  C37 1.141
47 H -8.4361 -31.4881 -20.6995  C39 1.144
48 H -9.0038 -30.6455 -19.2355  C39 1.127
49 H -7.4183 -31.4105 -19.1889  C39 1.128
50 H -3.5377 -27.7912 -21.2659  N40 1.026
51 H -3.3589 -28.9921 -20.2029  N40 1.045
52 C -14.9444 -24.2971 -10.5225  C53 1.524, H58 1.055, H59 1.117, H60 1.124
53 C -16.1688 -25.1944 -10.3824  C52 1.524, C54 1.555, N57 1.458, H61 1.133
54 C -15.7797 -26.5050 -9.6425  C53 1.555, O55 1.398, H62 1.056, H63 1.033
55 O -14.8899 -27.1583 -10.5001  C54 1.398, C56 1.450
56 C -13.7210 -27.6077 -9.7690  O55 1.450, H64 1.112, H65 1.096, H66 1.096
57 N -17.3530 -24.6024 -9.7725  C53 1.458, H67 1.026, H68 1.022
58 H -15.0154 -23.4252 -11.1117  C52 1.055
59 H -14.1129 -24.8638 -11.0086  C52 1.117
60 H -14.4302 -23.9369 -9.5906  C52 1.124
61 H -16.3431 -25.6021 -11.4247  C53 1.133
62 H -16.6076 -27.1019 -9.3723  C54 1.056
63 H -15.2789 -26.2442 -8.7779  C54 1.033
64 H -13.2166 -28.2784 -10.4985  C56 1.112
65 H -14.0188 -28.0958 -8.8337  C56 1.096
66 H -13.1529 -26.7172 -9.4752  C56 1.096
67 H -17.1510 -23.7178 -9.2934  N57 1.026
68 H -18.0802 -24.4778 -10.4795  N57 1.022
69 C -14.9953 -30.6545 -12.2996  C70 1.566, H75 1.089, H76 1.120, H77 1.104
70 C -14.9059 -29.6901 -13.5306  C69 1.566, C71 1.506, N74 1.499, H78 1.096
71 C -15.7267 -30.0884 -14.7291  C70 1.506, O72 1.370, H79 1.079, H80 1.123
72 O -15.4357 -31.3804 -15.0792  C71 1.370, C73 1.481
73 C -15.9428 -31.6650 -16.4412  O72 1.481, H81 1.107, H82 1.143, H83 1.086
74 N -15.3624 -28.3064 -13.1791  C70 1.499, H84 1.034, H85 1.059
75 H -14.6069 -31.6456 -12.5300  C69 1.089
76 H -16.0605 -30.6590 -11.9547  C69 1.120
77 H -14.4214 -30.2938 -11.4279  C69 1.104
78 H -13.8900 -29.5986 -13.9321  C70 1.096
79 H -15.6140 -29.4184 -15.5678  C71 1.079
80 H -16.8126 -29.9693 -14.4690  C71 1.123
81 H -15.4093 -31.0482 -17.1904  C73 1.107
82 H -16.9819 -31.1937 -16.5129  C73 1.143
83 H -15.9410 -32.7117 -16.7303  C73 1.086
84 H -15.0292 -28.0898 -12.2243  N74 1.034
85 H -16.4194 -28.2441 -13.1563  N74 1.059
86 C -7.4020 -40.9439 -12.9224  C87 1.546, H92 1.085, H93 1.123, H94 1.073
87 C -6.7783 -39.5945 -13.3478  C86 1.546, C88 1.514, N91 1.467, H95 1.104
88 C -5.3560 -39.7002 -13.8574  C87 1.514, O89 1.460, H96 1.108, H97 1.092
89 O -4.6227 -40.5692 -12.9423  C88 1.460, C90 1.462
90 C -3.3123 -40.9124 -13.4914  O89 1.462, H98 1.065, H99 1.101, H100 1.126
91 N -7.5564 -38.8742 -14.3610  C87 1.467, H101 1.031, H102 0.998
92 H -6.7645 -41.4769 -12.2243  C86 1.085
93 H -7.4275 -41.5793 -13.8475  C86 1.123
94 H -8.4069 -40.8365 -12.5606  C86 1.073
95 H -6.7254 -38.9170 -12.4782  C87 1.104
96 H -4.9655 -38.6670 -13.7755  C88 1.108
97 H -5.3186 -40.1001 -14.8733  C88 1.092
98 H -2.7255 -41.3634 -12.7256  C90 1.065
99 H -2.9053 -39.9449 -13.8226  C90 1.101
100 H -3.4487 -41.6480 -14.3326  C90 1.126
101 H -7.8682 -39.5414 -15.0823  N91 1.031
102 H -8.4129 -38.6447 -13.9039  N91 0.998
103 C -13.3028 -35.1065 -13.1370  C104 1.552, H110 1.116, H111 1.121, H112 1.088
104 C -12.4619 -34.9149 -11.8463  C103 1.552, O105 1.467, H113 1.068, H114 1.078
105 O -13.0456 -35.8295 -10.8589  C104 1.467, C106 1.353
106 C -14.2509 -35.4305 -10.3928  O105 1.353, O107 1.220, O108 1.339
107 O -14.6876 -34.2926 -10.4340  C106 1.220
108 O -14.8947 -36.4524 -9.8158  C106 1.339, C109 1.454
109 C -16.1678 -36.1065 -9.2051  O108 1.454, H115 1.128, H116 1.074, H117 1.098
110 H -13.3301 -36.1469 -13.5408  C103 1.116
111 H -12.8721 -34.4222 -13.9136  C103 1.121
112 H -14.3356 -34.8201 -12.9492  C103 1.088
113 H -12.4082 -33.9113 -11.4861  C104 1.068
114 H -11.5119 -35.3467 -12.1175  C104 1.078
115 H -16.0475 -35.1970 -8.5480  C109 1.128
116 H -16.4201 -37.0023 -8.6695  C109 1.074
117 H -16.8718 -35.7682 -9.9763  C109 1.098
118 C -11.9990 -37.4944 -15.7232  C119 1.516, H125 1.073, H126 1.050, H127 1.051
119 C -13.1270 -38.4918 -15.8988  C118 1.516, O120 1.438, H128 1.108, H129 1.041
120 O -14.0000 -38.4147 -14.7581  C119 1.438, C121 1.324
121 C -15.0974 -39.1373 -14.9238  O120 1.324, O122 1.217, O123 1.297
122 O -15.2797 -39.7972 -15.9304  C121 1.217
123 O -15.8430 -39.0576 -13.8651  C121 1.297, C124 1.409
124 C -17.0939 -39.7044 -13.9133  O123 1.409, H130 1.104, H131 1.093, H132 1.149
125 H -11.2268 -37.4681 -16.4670  C118 1.073
126 H -11.4795 -37.6994 -14.8343  C118 1.050
127 H -12.3336 -36.5278 -15.4801  C118 1.051
128 H -12.6615 -39.4933 -15.8136  C119 1.108
129 H -13.6260 -38.3212 -16.7961  C119 1.041
130 H -17.9300 -39.0294 -13.6614  C124 1.104
131 H -17.1188 -40.5144 -13.1803  C124 1.093
132 H -17.2863 -40.1542 -14.9532  C124 1.149
133 C -10.4923 -40.4593 -19.4986  C134 1.510, H140 1.142, H141 1.033, H142 1.065
134 C -9.8138 -39.2031 -19.0055  C133 1.510, O135 1.459, H143 1.071, H144 1.100
135 O -8.4254 -39.2853 -19.4450  C134 1.459, C136 1.296
136 C -7.6744 -39.8193 -18.5331  O135 1.296, O137 1.223, O138 1.341
137 O -7.8974 -39.9533 -17.3384  C136 1.223
138 O -6.5079 -40.1675 -19.0949  C136 1.341, C139 1.470
139 C -5.7116 -41.0918 -18.2753  O138 1.470, H145 1.078, H146 1.113, H147 1.099
140 H -9.9080 -41.3175 -19.0238  C133 1.142
141 H -10.4968 -40.4780 -20.5312  C133 1.033
142 H -11.4875 -40.3791 -19.1290  C133 1.065
143 H -9.8352 -39.0301 -17.9486  C134 1.071
144 H -10.2527 -38.3105 -19.4741  C134 1.100
145 H -6.3514 -41.7254 -17.6823  C139 1.078
146 H -5.2070 -40.4005 -17.5630  C139 1.113
147 H -5.0178 -41.6282 -18.9374  C139 1.099
148 C -13.6726 -32.5396 -3.9759  C149 1.478, H155 1.132, H156 1.062, H157 1.096
149 C -14.8760 -31.7163 -4.2160  C148 1.478, O150 1.448, H158 1.118, H159 1.045
150 O -14.7567 -31.0631 -5.5023  C149 1.448, C151 1.288
151 C -15.3209 -31.6749 -6.4855  O150 1.288, O152 1.197, O153 1.379
152 O -15.7347 -32.7976 -6.4600  C151 1.197
153 O -15.2410 -30.8440 -7.5832  C151 1.379, C154 1.435
154 C -16.0016 -31.3093 -8.7080  O153 1.435, H160 1.102, H161 1.115, H162 1.097
155 H -12.6946 -31.9704 -3.9566  C148 1.132
156 H -13.5552 -33.3302 -4.6754  C148 1.062
157 H -13.7530 -33.0388 -3.0032  C148 1.096
158 H -14.8628 -30.9078 -3.4443  C149 1.118
159 H -15.7613 -32.2694 -4.1636  C149 1.045
160 H -15.3089 -31.3393 -9.5649  C154 1.102
161 H -16.6640 -30.4257 -8.8615  C154 1.115
162 H -16.4642 -32.2965 -8.5876  C154 1.097
163 C -13.0093 -40.9162 -12.8022  C164 1.519, H170 1.103, H171 1.132, H172 1.129
164 C -11.6368 -40.3184 -13.0573  C163 1.519, O165 1.424, H173 1.060, H174 1.085
165 O -11.2179 -39.9255 -11.7538  C164 1.424, C166 1.387
166 C -10.5754 -38.7058 -11.6014  O165 1.387, O167 1.201, O168 1.325
167 O -10.0869 -38.0297 -12.4660  C166 1.201
168 O -10.6378 -38.2317 -10.3652  C166 1.325, C169 1.446
169 C -11.5047 -38.8410 -9.3820  O168 1.446, H175 1.064, H176 1.088, H177 1.089
170 H -13.4687 -41.2210 -13.7574  C163 1.103
171 H -13.7412 -40.1800 -12.3518  C163 1.132
172 H -12.8770 -41.7323 -12.0331  C163 1.129
173 H -11.6936 -39.4938 -13.7217  C164 1.060
174 H -10.8797 -40.9963 -13.4370  C164 1.085
175 H -11.1679 -38.4363 -8.4579  C169 1.064
176 H -11.4406 -39.9271 -9.3860  C169 1.088
177 H -12.5020 -38.4211 -9.5040  C169 1.089
178 C -8.7486 -34.8785 -10.6555  C179 1.493, H185 1.130, H186 1.097, H187 1.094
179 C -7.9916 -35.7838 -11.5695  C178 1.493, O180 1.476, H188 1.104, H189 1.082
180 O -6.6061 -35.7435 -11.0632  C179 1.476, C181 1.309
181 C -5.6753 -36.4715 -11.6271  O180 1.309, O182 1.227, O183 1.356
182 O -5.7118 -36.8003 -12.8081  C181 1.227
183 O -4.6164 -36.4823 -10.7807  C181 1.356, C184 1.404
184 C -3.3512 -36.8217 -11.2849  O183 1.404, H190 1.059, H191 1.102, H192 1.099
185 H -8.5029 -33.7810 -10.7698  C178 1.130
186 H -8.6350 -35.2954 -9.6469  C178 1.097
187 H -9.7913 -34.8970 -10.9871  C178 1.094
188 H -8.0825 -35.4150 -12.6060  C179 1.104
189 H -8.4278 -36.7729 -11.5362  C179 1.082
190 H -3.3040 -37.7465 -11.7976  C184 1.059
191 H -2.6414 -36.8794 -10.4442  C184 1.102
192 H -3.0364 -35.9318 -11.8487  C184 1.099
193 C -10.1176 -27.0470 -20.2667  C194 1.528, H200 1.047, H201 1.114, H202 1.078
194 C -9.8602 -27.5810 -18.8587  C193 1.528, O195 1.463, H203 1.086, H204 1.128
195 O -10.5555 -26.7662 -17.8620  C194 1.463, C196 1.367
196 C -11.6499 -27.3252 -17.2643  O195 1.367, O197 1.180, O198 1.371
197 O -12.1061 -28.4136 -17.2451  C196 1.180
198 O -12.1115 -26.2885 -16.4944  C196 1.371, C199 1.452
199 C -13.2776 -26.5730 -15.6769  O198 1.452, H205 1.075, H206 1.100, H207 1.047
200 H -9.3784 -27.3815 -20.9289  C193 1.047
201 H -9.9724 -25.9426 -20.2690  C193 1.114
202 H -11.0818 -27.2103 -20.7206  C193 1.078
203 H -8.8238 -27.5671 -18.5346  C194 1.086
204 H -10.1504 -28.6459 -18.6273  C194 1.128
205 H -13.2661 -25.7302 -15.0100  C199 1.075
206 H -13.3021 -27.4730 -15.0444  C199 1.100
207 H -14.1469 -26.5693 -16.2602  C199 1.047
208 C -16.7855 -38.5327 -18.2120  C209 1.602, H215 1.088, H216 1.004, H217 1.128
209 C -16.4010 -37.2631 -17.3138  C208 1.602, O210 1.458, H218 1.065, H219 1.079
210 O -16.9963 -37.4376 -15.9941  C209 1.458, C211 1.348
211 C -17.0084 -36.3482 -15.1995  O210 1.348, O212 1.191, O213 1.323
212 O -16.3979 -35.3737 -15.5079  C211 1.191
213 O -17.7392 -36.6182 -14.1302  C211 1.323, C214 1.465
214 C -17.7548 -35.5985 -13.0786  O213 1.465, H220 1.102, H221 1.141, H222 1.075
215 H -17.2121 -38.1167 -19.1226  C208 1.088
216 H -17.4712 -38.9761 -17.6286  C208 1.004
217 H -15.9412 -39.2218 -18.5026  C208 1.128
218 H -16.9805 -36.4204 -17.6123  C209 1.065
219 H -15.3354 -37.0925 -17.2914  C209 1.079
220 H -18.3429 -36.0218 -12.2479  C214 1.102
221 H -18.2377 -34.6600 -13.5116  C214 1.141
222 H -16.7420 -35.3999 -12.7789  C214 1.075
223 C -11.8588 -32.4878 -21.5696  C224 1.489, H230 1.074, H231 1.035, H232 1.125
224 C -11.6105 -32.8035 -20.1363  C223 1.489, O225 1.405, H233 1.079, H234 1.102
225 O -10.5686 -33.7226 -19.9244  C224 1.405, C226 1.318
226 C -10.9566 -34.9757 -20.0533  O225 1.318, O227 1.204, O228 1.362
227 O -12.0954 -35.3415 -20.1936  C226 1.204
228 O -9.9556 -35.8387 -19.7228  C226 1.362, C229 1.461
229 C -8.6286 -35.2501 -19.5610  O228 1.461, H235 1.119, H236 1.083, H237 1.080
230 H -10.9819 -32.5045 -22.1892  C223 1.074
231 H -12.2546 -31.5321 -21.5914  C223 1.035
232 H -12.6373 -33.1447 -22.0484  C223 1.125
233 H -12.5572 -33.0479 -19.6790  C224 1.079
234 H -11.3052 -31.9256 -19.5450  C224 1.102
235 H -8.4545 -34.3666 -20.2250  C229 1.119
236 H -7.9308 -36.0220 -19.8632  C229 1.083
237 H -8.4343 -34.9786 -18.5339  C229 1.080
238 C -8.2379 -28.3856 -15.3292  C239 1.503, H245 1.084, H246 1.097, H247 1.081
239 C -7.6994 -27.0541 -14.8870  C238 1.503, O240 1.461, H248 1.097, H249 1.044
240 O -8.7627 -26.0517 -14.9046  C239 1.461, C241 1.360
241 C -8.7803 -25.2530 -16.0053  O240 1.360, O242 1.196, O243 1.372
242 O -8.0534 -25.3320 -16.9519  C241 1.196
243 O -9.7562 -24.3325 -15.7163  C241 1.372, C244 1.450
244 C -10.0818 -23.4029 -16.7809  O243 1.450, H250 1.082, H251 1.076, H252 1.111
245 H -8.5469 -28.3943 -16.3682  C238 1.084
246 H -9.1425 -28.6156 -14.7520  C238 1.097
247 H -7.6152 -29.2559 -15.1749  C238 1.081
248 H -6.8933 -26.6210 -15.4918  C239 1.097
249 H -7.3900 -27.0965 -13.8908  C239 1.044
250 H -11.0819 -23.5503 -17.1676  C244 1.082
251 H -9.4205 -23.4857 -17.6252  C244 1.076
252 H -9.9850 -22.3905 -16.3347  C244 1.111
253 C -8.7553 -27.8496 -10.4777  C254 1.486, H260 1.052, H261 1.101, H262 1.079
254 C -10.2403 -27.7838 -10.4813  C253 1.486, O255 1.435, H263 1.080, H264 1.072
255 O -10.6040 -26.6300 -11.2524  C254 1.435, C256 1.306
256 C -11.1854 -26.9478 -12.3780  O255 1.306, O257 1.197, O258 1.361
257 O -11.3514 -28.0515 -12.8103  C256 1.197
258 O -11.6659 -25.8773 -13.0685  C256 1.361, C259 1.438
259 C -11.2855 -24.5593 -12.6381  O258 1.438, H265 1.072, H266 1.126, H267 1.058
260 H -8.2900 -27.7124 -11.4114  C253 1.052
261 H -8.3794 -28.8032 -10.0750  C253 1.101
262 H -8.3097 -27.1022 -9.8390  C253 1.079
263 H -10.7012 -27.6073 -9.5211  C254 1.080
264 H -10.6799 -28.6918 -10.8430  C254 1.072
265 H -11.2423 -24.4644 -11.5711  C259 1.072
266 H -12.1339 -23.9491 -13.0575  C259 1.126
267 H -10.3567 -24.2544 -13.0436  C259 1.058
268 C -10.4289 -31.5709 -11.0970  C269 1.507, H275 1.099, H276 1.073, H277 1.117
269 C -11.7267 -31.6776 -10.3391  C268 1.507, O270 1.427, H278 1.091, H279 1.132
270 O -11.7685 -32.7365 -9.3828  C269 1.427, C271 1.323
271 C -11.8738 -32.3621 -8.1181  O270 1.323, O272 1.216, O273 1.361
272 O -11.8519 -31.2431 -7.6437  C271 1.216
273 O -12.0645 -33.4071 -7.2679  C271 1.361, C274 1.509
274 C -12.1603 -34.8220 -7.7850  O273 1.509, H280 1.068, H281 1.041, H282 1.110
275 H -9.5143 -31.2914 -10.5546  C268 1.099
276 H -10.5308 -30.8192 -11.8563  C268 1.073
277 H -10.1921 -32.5546 -11.5703  C268 1.117
278 H -12.4813 -31.9607 -11.0743  C269 1.091
279 H -12.0799 -30.6817 -9.9338  C269 1.132
280 H -12.9537 -34.8694 -8.4981  C274 1.068
281 H -12.3659 -35.3353 -6.9025  C274 1.041
282 H -11.1618 -35.0969 -8.1854  C274 1.110
283 C -10.8423 -30.6742 -15.4448  C284 1.548, H290 1.091, H291 1.152, H292 1.126
284 C -11.6846 -31.9644 -15.2912  C283 1.548, O285 1.488, H293 1.126, H294 1.104
285 O -10.8225 -32.9906 -14.6458  C284 1.488, C286 1.352
286 C -10.0681 -33.8206 -15.4000  O285 1.352, O287 1.172, O288 1.313
287 O -9.7657 -33.6298 -16.5165  C286 1.172
288 O -9.7081 -34.8074 -14.6123  C286 1.313, C289 1.437
289 C -9.0417 -35.8295 -15.3711  O288 1.437, H295 1.072, H296 1.116, H297 1.089
290 H -9.8159 -30.9109 -15.7297  C283 1.091
291 H -10.8930 -30.1217 -14.4352  C283 1.152
292 H -11.3833 -30.0041 -16.1708  C283 1.126
293 H -12.0801 -32.3314 -16.2798  C284 1.126
294 H -12.5448 -31.8486 -14.6091  C284 1.104
295 H -8.8281 -36.7059 -14.7923  C289 1.072
296 H -8.1462 -35.4068 -15.8860  C289 1.116
297 H -9.6903 -36.0927 -16.2054  C289 1.089

Atomic partial charges in e from the Mulliken method, atoms 1 to 99: number 1, C, carries -0.090; number 2, C, carries 3.107; number 3, C, carries -1.683; number 4, O, carries -0.137; number 5, C, carries -1.004; number 6, N, carries -0.277; number 7, H, carries -0.654; number 8, H, carries -0.032; number 9, H, carries 0.249; number 10, H, carries -1.042; number 11, H, carries 0.535; number 12, H, carries 0.467; number 13, H, carries 0.231; number 14, H, carries 0.331; number 15, H, carries 0.377; number 16, H, carries -0.646; number 17, H, carries 0.233; number 18, C, carries -0.964; number 19, C, carries 0.250; number 20, C, carries 0.500; number 21, O, carries -0.540; number 22, C, carries -0.161; number 23, N, carries 0.546; number 24, H, carries -0.010; number 25, H, carries 0.025; number 26, H, carries 0.396; number 27, H, carries 0.292; number 28, H, carries -0.102; number 29, H, carries -0.087; number 30, H, carries 0.089; number 31, H, carries -0.087; number 32, H, carries 0.407; number 33, H, carries -0.317; number 34, H, carries -0.153; number 35, C, carries -1.137; number 36, C, carries 0.723; number 37, C, carries -0.221; number 38, O, carries -0.086; number 39, C, carries 0.418; number 40, N, carries -0.752; number 41, H, carries 0.493; number 42, H, carries 0.002; number 43, H, carries 0.347; number 44, H, carries 0.126; number 45, H, carries -0.250; number 46, H, carries 0.181; number 47, H, carries 0.250; number 48, H, carries -0.308; number 49, H, carries -0.285; number 50, H, carries 0.268; number 51, H, carries 0.275; number 52, C, carries -1.080; number 53, C, carries 0.795; number 54, C, carries -1.235; number 55, O, carries -0.320; number 56, C, carries -0.453; number 57, N, carries -0.620; number 58, H, carries 0.465; number 59, H, carries -0.089; number 60, H, carries 0.363; number 61, H, carries 0.073; number 62, H, carries 0.241; number 63, H, carries 0.524; number 64, H, carries -0.599; number 65, H, carries 0.594; number 66, H, carries 0.532; number 67, H, carries 0.257; number 68, H, carries 0.265; number 69, C, carries -0.656; number 70, C, carries 1.988; number 71, C, carries -1.430; number 72, O, carries 0.143; number 73, C, carries -0.899; number 74, N, carries -0.293; number 75, H, carries 0.231; number 76, H, carries 0.302; number 77, H, carries -0.254; number 78, H, carries -1.065; number 79, H, carries 0.579; number 80, H, carries 0.323; number 81, H, carries 0.280; number 82, H, carries 0.345; number 83, H, carries 0.190; number 84, H, carries 0.103; number 85, H, carries 0.370; number 86, C, carries -1.604; number 87, C, carries 0.882; number 88, C, carries -0.069; number 89, O, carries -0.493; number 90, C, carries -0.727; number 91, N, carries 1.152; number 92, H, carries 0.439; number 93, H, carries 0.302; number 94, H, carries 0.211; number 95, H, carries -0.150; number 96, H, carries 0.116; number 97, H, carries 0.170; number 98, H, carries 0.295; number 99, H, carries 0.296